Density functional theory data (ωB97M-V/def2-TZVPD) for the molecule C5H11NO at a distorted geometry.

```
18
Properties=species:S:1:pos:R:3:forces:R:3
C 2.86280 0.51958 -0.22071 -0.3 -0.1 -0.2
N 1.42152 0.22512 -0.42641 -0.9 -0.3 0.2
C 0.53686 -0.15130 0.50428 -1.6 -0.3 0.0
O 0.61335 -0.39451 1.68480 0.1 0.2 -0.3
C -0.93564 -0.18228 -0.31509 0.1 -0.1 0.9
C -1.59129 -1.49931 0.03540 -0.2 -0.1 0.2
C -1.63496 1.05975 0.21642 -0.2 0.1 0.2
H 3.12816 1.52420 -0.57134 -0.3 -0.2 0.0
H 3.52081 -0.19828 -0.72399 -0.3 0.0 0.0
H 3.10001 0.47995 0.85508 -0.5 -0.1 -0.4
H 0.59709 0.08827 -1.09302 3.5 1.1 -1.8
H -0.99575 -0.09675 -1.44368 1.0 -0.1 0.8
H -1.46949 -1.64385 1.10999 -0.2 -0.2 0.0
H -1.10899 -2.33836 -0.48344 -0.1 0.2 0.1
H -2.65534 -1.50641 -0.21650 0.1 0.0 0.0
H -2.68363 1.11621 -0.08979 0.1 0.0 0.0
H -1.57950 1.02744 1.30594 -0.2 0.2 0.0
H -1.12601 1.97053 -0.12795 -0.1 -0.2 0.1
```
Positions in Å, forces in eV/Å.

## Properties
**SMILES**: CNC(=O)C(C)C
**HOMO-LUMO gap**: 10.446 eV
**Net charge**: 0
**E_HOMO**: -9.5620 eV
**LUMO**: 0.9 eV
**Spin multiplicity**: 1